Here is a cluster of 4 separate species, C12H28N4O4 in total from the Open Molecules 2025 dataset. Energies are from wB97M-V/def2-TZVPD.

As for the HOMO energy: -9.04 eV. As for the SMILES: CN(C)C=O.CN(C)C=O.CN(C)C=O.CN(C)C=O. The calculation puts the LUMO energy at 0.35 eV. The calculation puts the total energy at -993.930694 Eh.

Last column: Mulliken charge in e.
Atoms and positions in Å:
C  24.2574  2.9726  -28.2568  -0.9307
N  23.5711  3.2908  -29.4460  0.1708
C  22.4189  2.4328  -29.8205  -0.7604
C  23.9852  4.2496  -30.2061  0.1049
O  23.5230  4.6773  -31.3237  -0.6302
H  25.2752  3.3556  -28.1827  0.3365
H  24.3906  1.9037  -28.0904  0.3103
H  23.7880  3.3373  -27.3431  0.3396
H  21.7084  3.0082  -30.4140  0.2882
H  22.6150  1.5313  -30.4011  0.0966
H  21.9573  2.2793  -28.8451  0.4110
H  24.8844  4.6758  -29.7351  0.2530
C  29.2324  -5.8599  -29.3867  -1.0734
N  28.0938  -6.8218  -29.2398  0.0935
C  27.3564  -6.6151  -28.0088  -0.8106
C  27.9185  -7.8990  -30.0007  0.1381
O  27.1512  -8.8801  -29.7503  -0.6226
H  30.0281  -6.4527  -29.8380  0.4396
H  29.7503  -5.7433  -28.4347  0.3738
H  29.1632  -4.9825  -30.0298  0.2747
H  26.4623  -7.2384  -28.0253  0.3338
H  28.0371  -6.8470  -27.1897  0.3550
H  26.9015  -5.6258  -28.0588  0.1598
H  28.5702  -7.8350  -30.8857  0.3400
C  25.3076  -2.2184  -31.5424  -1.0249
N  24.8001  -1.9689  -30.1763  0.1282
C  25.6930  -2.2136  -29.0174  -0.9430
C  23.5680  -1.5227  -30.0570  0.1184
O  23.1327  -0.9571  -29.0435  -0.6528
H  24.8819  -1.7193  -32.4130  0.2942
H  24.8821  -3.2162  -31.6491  0.4400
H  26.3973  -2.1977  -31.5296  0.3131
H  26.5892  -1.6040  -28.9019  0.3232
H  25.2096  -2.1903  -28.0408  0.3192
H  26.0903  -3.2178  -29.1655  0.3174
H  23.1038  -1.6830  -31.0425  0.3631
C  19.4545  1.4756  -33.2037  -0.9345
N  20.7559  2.0838  -32.9844  0.2493
C  20.8321  3.5249  -33.3324  -0.9005
C  21.9463  1.3604  -32.8416  -0.2179
O  21.9578  0.1670  -32.7022  -0.6039
H  19.5054  0.5007  -32.7188  0.2852
H  19.4041  1.1167  -34.2316  0.3644
H  18.6246  2.1662  -33.0540  0.2658
H  21.7032  4.0321  -32.9178  0.2830
H  20.9036  3.6062  -34.4171  0.3839
H  19.9320  4.0772  -33.0622  0.2871
H  22.8289  1.9906  -32.6518  0.5505

Here is a structure of composition C12H28NO2P2Ti from the Open Molecules 2025 dataset. Energies are from wB97M-V/def2-TZVPD.

Its expectation value of S² is 0.75. As for the HOMO energy (alpha / beta): -6.74 / -6.86 eV. The multiplicity is 2. The calculation puts the LUMO energy (alpha / beta) at 0.49 / 0.49 eV. The calculation puts the total energy at -2211.318084 Eh.

Last column: Mulliken spin population.
Atoms and positions in Å:
C  -0.7591  0.8514  -3.2044  0.0038
C  -0.9000  0.3654  -1.8680  -0.0195
N  0.1047  0.8343  -0.9677  -0.0181
C  0.8699  1.9489  -1.2423  0.0083
C  0.8251  2.5511  -2.5062  0.0005
C  0.0264  1.9490  -3.5108  0.0001
C  -1.7749  -0.6617  -1.5157  0.0337
P  -2.1575  -0.7751  0.2635  -0.0318
Ti  0.0497  -0.0650  1.0035  1.0460
P  2.0348  1.3667  1.2343  -0.0048
C  1.7048  2.5376  -0.1583  -0.0074
O  -0.5126  -3.1746  -2.2132  0.0003
O  0.0720  -3.3954  0.2754  0.0061
H  -1.4289  0.4042  -3.9403  0.0001
H  1.4237  3.4010  -2.6898  -0.0001
H  -0.0119  2.4056  -4.5007  0.0000
C  -3.6346  0.3062  0.3904  0.0080
C  -2.8238  -2.4494  0.5566  0.0222
H  2.6749  2.8709  -0.5624  -0.0010
H  1.1848  3.4173  0.2738  -0.0020
H  -1.1131  -2.3538  -2.1192  0.0043
H  -2.6667  -0.7232  -2.1858  0.0007
C  2.4392  2.4246  2.6331  0.0077
C  3.6381  0.6675  0.7175  0.0233
H  0.7593  -2.1855  0.5298  -0.0379
H  0.6164  -4.1375  0.5495  -0.0037
H  0.0019  -3.4906  -0.7105  -0.0022
H  0.0707  -3.1288  -2.9743  -0.0002
H  -0.7359  1.2450  1.6164  -0.0448
H  1.3075  -1.5293  0.6069  0.0503
H  -4.4226  -0.1390  -0.2593  -0.0001
H  -3.9310  0.3612  1.4455  -0.0005
H  -3.3332  1.2963  -0.0125  -0.0014
H  -3.6055  -2.6857  -0.1759  0.0007
H  -2.0180  -3.1899  0.4995  -0.0054
H  -3.2444  -2.4896  1.5731  -0.0003
H  4.3954  1.4650  0.6377  0.0019
H  3.9381  -0.0867  1.4616  -0.0009
H  3.5048  0.1656  -0.2540  -0.0022
H  3.3439  3.0109  2.4284  -0.0003
H  1.5943  3.0899  2.8414  0.0010
H  2.6059  1.7841  3.5078  -0.0005
C  -0.0252  -0.9436  2.8705  -0.0419
H  0.9456  -1.4093  3.1286  0.0033
H  -0.8551  -1.6630  3.0140  -0.0020
H  -0.1780  -0.0426  3.5123  0.0066

Here is a cluster of 10 separate species, C12H29BrFN9O21 in total from the Open Molecules 2025 dataset. Energies are from wB97M-V/def2-TZVPD.

As for the HOMO energy: -10.46 eV. As for the SMILES: O=C1O[C@H](F)[C@@H](Br)O1.C[N+](=O)[O-].C[N+](=O)[O-].C[N+](=O)[O-].C[N+](=O)[O-].C[N+](=O)[O-].C[N+](=O)[O-].C[N+](=O)[O-].C[N+](=O)[O-].C[N+](=O)[O-]. The calculation puts the LUMO energy at -0.43 eV. The calculation puts the total energy at -5220.497032 Eh.

Last column: Mulliken charge in e.
Atoms and positions in Å:
O  4.1822  -1.0803  -5.9787  -0.4807
C  3.3468  -1.0933  -5.1456  0.6155
O  3.5371  -0.7747  -3.8215  -0.3354
C  2.2071  -0.3792  -3.4166  0.0649
F  2.0808  -0.1355  -2.1173  -0.2241
C  1.4795  -1.5511  -4.0186  0.0860
Br  -0.3992  -1.6200  -3.8554  -0.1015
O  2.0297  -1.4084  -5.3523  -0.3064
H  1.9916  0.4916  -4.0413  0.3523
H  1.9043  -2.4848  -3.6619  0.3294
C  -1.5741  -5.6049  -1.5328  -0.5147
N  -0.5093  -4.6096  -1.7996  0.8811
O  0.5184  -4.9729  -2.3348  -0.5486
O  -0.7422  -3.4635  -1.4697  -0.4295
H  -1.2377  -6.5789  -1.8673  0.3061
H  -1.7722  -5.5922  -0.4628  0.0708
H  -2.4557  -5.2810  -2.0770  0.2721
C  -3.6957  -1.8542  -0.9080  -0.5867
N  -4.3571  -3.1447  -0.5696  0.9604
O  -4.8691  -3.2541  0.5264  -0.5570
O  -4.3470  -4.0146  -1.4169  -0.5612
H  -3.8004  -1.1913  -0.0579  0.2872
H  -2.6503  -2.0629  -1.1207  0.1722
H  -4.1945  -1.4554  -1.7865  0.2980
C  3.1992  3.2253  -0.6336  -0.5296
N  1.7965  3.6833  -0.8238  0.9289
O  0.9668  3.3319  -0.0120  -0.5444
O  1.5678  4.3885  -1.7875  -0.5548
H  3.2412  2.6100  0.2553  0.1395
H  3.4803  2.6616  -1.5179  0.2324
H  3.8198  4.1100  -0.5288  0.3301
C  3.2421  2.9171  4.1468  -0.8206
N  4.0363  2.9398  2.8919  0.9995
O  4.6668  3.9418  2.6279  -0.5360
O  3.9968  1.9425  2.1978  -0.5866
H  3.3776  3.8671  4.6486  0.2808
H  2.2038  2.7626  3.8666  0.3487
H  3.6063  2.0947  4.7468  0.3077
C  -3.1024  -4.5169  3.1126  -0.6734
N  -2.0351  -4.7637  2.1077  0.9803
O  -1.2874  -3.8505  1.8302  -0.5108
O  -1.9772  -5.8742  1.6091  -0.6377
H  -3.0233  -3.4947  3.4522  0.2138
H  -4.0562  -4.6957  2.6244  0.2922
H  -2.9488  -5.2190  3.9268  0.3134
C  -0.1949  6.3301  -3.8743  -0.5739
N  0.3731  7.2579  -4.8914  0.8656
O  1.5205  7.0831  -5.2431  -0.5225
O  -0.3589  8.1351  -5.3026  -0.5367
H  0.5618  5.6076  -3.5996  0.2496
H  -0.4934  6.9300  -3.0206  0.2565
H  -1.0587  5.8501  -4.3237  0.2793
C  -4.1119  -1.7852  -6.9673  -0.7164
N  -3.7703  -0.7928  -5.9112  0.8424
O  -3.2275  -1.2019  -4.9048  -0.4985
O  -4.0549  0.3636  -6.1318  -0.5172
H  -3.7965  -2.7645  -6.6290  0.2915
H  -5.1860  -1.7402  -7.1164  0.2803
H  -3.5884  -1.4873  -7.8702  0.2892
C  -2.3605  -0.7881  6.0089  -0.7630
N  -3.1180  -2.0337  5.7105  0.8950
O  -2.9592  -2.9894  6.4379  -0.5088
O  -3.8491  -2.0126  4.7388  -0.5318
H  -1.7567  -0.9610  6.8911  0.3051
H  -1.7464  -0.5695  5.1406  0.3128
H  -3.0885  0.0007  6.1698  0.2875
C  5.0973  3.6196  8.2456  -0.7340
N  4.7443  2.7582  7.0840  0.8135
O  3.7116  2.1184  7.1397  -0.5056
O  5.5158  2.7547  6.1495  -0.4716
H  4.3199  3.5192  8.9927  0.3091
H  6.0574  3.2774  8.6187  0.2866
H  5.1726  4.6390  7.8801  0.2927

Here is a structure of composition C12H29CaN4O6P from the Open Molecules 2025 dataset. Energies are from wB97M-V/def2-TZVPD.

As for the HOMO energy (alpha / beta): -6.63 / -6.63 eV. The calculation puts the LUMO energy (alpha / beta) at -1.37 / -1.47 eV. The calculation puts the total energy at -2163.773370 Eh.

Last column: Mulliken charge in e.
Atoms and positions in Å:
O  -1.7761  0.6172  -3.7288  -0.4597
H  -3.1442  -0.7268  -4.4456  0.2857
Ca  0.1070  0.3402  -0.8889  1.8647
N  1.2606  -1.7887  -1.5137  0.4666
N  -0.8192  -1.8302  -0.0688  0.5257
N  0.4434  2.7025  -0.2607  0.4250
N  -1.5349  1.3535  0.5909  0.2576
O  2.4335  -1.6705  -2.0209  -0.7388
O  1.5539  3.2636  -0.5972  -0.8955
O  -2.5798  0.6205  1.0920  -0.6089
O  -1.8136  -1.8002  0.7703  -0.6861
C  -0.3035  -3.0647  -0.3521  -0.1367
C  0.8650  -3.0419  -1.1595  0.2768
C  -0.3758  3.3871  0.5711  0.1213
C  -1.5006  2.6266  1.0295  0.0715
C  1.6207  -4.2671  -1.5114  -1.3332
H  0.9693  -4.9734  -2.0442  0.3397
H  1.9884  -4.7751  -0.6077  0.2716
H  2.4750  -4.0160  -2.1469  0.3504
C  -0.8682  -4.3262  0.1862  -1.3932
H  -1.7900  -4.1161  0.7334  0.3743
H  -0.1574  -4.8224  0.8625  0.2721
H  -1.0832  -5.0305  -0.6280  0.3370
C  -0.1169  4.7763  1.0189  -1.4715
C  -2.4997  3.2173  1.9597  -1.4374
H  0.7892  5.1674  0.5483  0.3311
H  0.0014  4.8149  2.1112  0.2724
H  -0.9663  5.4217  0.7576  0.3743
H  -3.3049  2.5018  2.1400  0.3847
H  -2.9201  4.1396  1.5375  0.3715
H  -2.0314  3.4824  2.9183  0.2617
H  2.2092  1.7876  -1.4546  0.2651
H  -2.3023  -0.3637  0.9106  0.3699
C  -3.1071  0.3576  -4.7207  -1.0236
H  -2.4794  0.7011  -5.5393  0.2908
H  -3.5663  1.0962  -4.0718  0.2533
H  -4.0422  0.2403  -5.3758  0.3883
O  1.8763  0.8744  -1.6216  -0.5803
H  -0.9852  0.2229  -4.1580  0.2912
H  2.5167  0.1702  -1.9266  0.2742
C  2.7453  1.1144  2.1634  -1.3810
P  1.5094  -0.1006  1.5854  1.3198
C  2.4772  -1.6409  1.8027  -1.3370
C  0.4697  -0.2004  3.0860  -1.3692
H  3.6757  0.9892  1.5941  0.3600
H  2.9351  0.9701  3.2351  0.4306
H  2.3721  2.1312  1.9839  0.2811
H  3.1060  -1.5807  2.7021  0.4290
H  1.7946  -2.4966  1.8861  0.3137
H  3.1096  -1.7970  0.9183  0.2987
H  1.1142  -0.2120  3.9751  0.4567
H  -0.2060  0.6633  3.1268  0.2751
H  -0.1445  -1.1092  3.0459  0.3191